No. 1
This record from the Open Molecules 2025 dataset describes C19H19F4MoN3O7 as an isolated structure at a distorted geometry. The level of theory is wB97M-V/def2-TZVPD.

The geometry in XYZ format:
```
53
Properties=species:S:1:pos:R:3:forces:R:3:nbo_charge:R:1
N -1.7010 -0.7277 0.0532 0.10 -1.95 5.56 -0.48
C -0.0423 1.7292 -4.8337 -0.01 0.00 0.00 0.36
N 2.5588 0.0169 1.6430 -0.24 -0.38 0.79 -0.39
H -4.6643 -1.2438 0.2247 -0.01 -0.06 0.01 0.21
H -2.5359 -2.5011 -0.8081 -0.04 0.03 0.08 0.20
H 5.7354 -0.8214 3.6349 0.01 0.02 0.01 0.23
C -1.2420 -1.3544 -2.1132 1.23 0.09 0.56 -0.21
F 0.5888 4.2781 -2.3926 -0.09 0.00 0.03 -0.31
H -2.6281 -2.6243 2.8484 0.01 -0.06 -0.05 0.23
C 4.3332 0.7154 3.0724 0.08 -0.01 -0.01 -0.19
O 1.4722 2.2847 1.5190 0.05 0.97 0.10 -0.55
H 2.3941 4.0618 2.6600 0.00 -0.01 0.00 0.51
H -4.9592 0.2726 -0.6025 0.02 0.02 0.00 0.23
O -0.7418 0.7773 1.7370 0.64 2.07 0.24 -0.59
C 0.3704 3.0827 -2.9593 0.17 -0.02 -0.13 0.37
N -0.0934 -0.4354 -1.8099 -0.89 1.10 -0.12 -0.60
C 2.4656 2.2576 2.1998 -0.19 -0.57 -0.25 0.79
O 2.5665 -3.3873 0.8707 -0.03 0.01 -0.02 -0.59
F -0.3348 -0.5817 -4.6186 0.01 0.01 -0.01 -0.31
C -2.8222 -2.1692 1.8746 0.14 0.56 0.93 -0.71
C -1.6079 -1.9323 -0.7400 -0.47 0.72 -2.64 -0.26
O 1.8221 0.4674 -0.7953 0.08 0.75 1.43 -0.53
H -3.0246 0.6473 0.9753 0.09 -0.20 0.18 0.25
C -2.9286 0.1181 0.0354 0.29 0.37 -2.13 -0.24
H -4.0886 -1.0121 -1.4228 -0.01 0.03 -0.01 0.21
O 1.1656 -1.7513 0.2890 -0.72 0.36 0.82 -0.71
H -2.0975 -0.8187 -2.5349 0.04 0.04 -0.09 0.17
H -0.7146 -1.8883 1.6164 0.22 0.42 0.11 0.18
H -0.8069 -2.5800 -0.4023 0.05 0.14 0.22 0.25
H 0.2725 3.8566 -4.9646 0.03 -0.01 -0.01 0.25
F 0.1805 2.2399 -0.7833 -0.39 -0.08 -0.66 -0.29
H -3.7348 -1.5893 1.9821 -0.09 0.00 -0.03 0.22
H -2.7078 0.8754 -0.7283 -0.01 0.22 0.21 0.20
H 4.8023 1.5225 3.6166 0.03 -0.03 0.01 0.24
H -0.9303 -2.1436 -2.7959 -0.04 0.05 -0.11 0.21
C 4.1767 -1.5638 2.3619 0.06 0.01 -0.01 -0.18
Mo 0.5083 0.2426 0.2149 0.95 -2.31 -2.58 1.75
C 2.2166 -2.2284 0.8870 0.04 -0.05 -0.02 0.77
H 4.5017 -2.5939 2.3288 0.02 0.01 0.01 0.26
H -1.4675 0.0406 2.9158 -1.49 0.56 1.67 0.49
C -1.6351 -1.3229 1.4904 -0.82 -1.31 -2.12 0.07
C 0.2098 2.9888 -4.3264 0.06 0.01 0.03 -0.38
C 0.2918 1.9692 -2.1583 -0.59 0.09 0.10 0.22
C 3.1884 0.9537 2.3428 -0.17 0.41 -0.11 0.08
F -0.2107 1.5757 -6.1540 0.00 -0.01 -0.02 -0.30
C -0.1147 0.6088 -4.0313 0.16 -0.07 -0.02 0.25
C -4.2270 -0.5227 -0.4589 0.03 -0.08 0.20 -0.63
O 2.9683 3.3017 2.8431 0.15 0.03 0.12 -0.65
O -1.6688 1.0244 2.9387 2.33 -1.68 -2.09 -0.42
C 3.0294 -1.2129 1.6592 -0.03 -0.13 -0.07 0.11
C 0.0587 0.6585 -2.6374 -0.62 -0.05 0.00 0.18
H -2.9883 -2.9775 1.1609 -0.05 -0.04 -0.05 0.22
C 4.8411 -0.5833 3.0756 -0.11 0.06 -0.04 -0.16
```
Positions in Å, forces in eV/Å.

The total charge is 0. As for the spin multiplicity: 3. The value obtained for the HOMO energy (alpha / beta) is -0.2800 / -0.2847 Ha. The HOMO-LUMO gap (alpha / beta) is 7.10 / 7.21 eV. The value obtained for the relative energy (zero: lowest compared OMol25 entry of this formula, charge and spin) is 5.390 eV.

---

No. 2
This record from the Open Molecules 2025 dataset describes C19H19F4NO4 as an isolated structure at a distorted geometry. The level of theory is wB97M-V/def2-TZVPD.

The geometry in XYZ format:
```
47
Properties=species:S:1:pos:R:3:forces:R:3:nbo_charge:R:1
F 3.9602 0.0101 0.4945 0.40 1.81 -1.15 -0.35
F 3.6330 -1.9452 0.9002 1.56 -4.76 1.13 -0.29
O -5.3670 0.3317 0.4068 -3.23 1.14 -0.65 -0.60
H -0.8798 -1.3785 -2.3965 -1.37 -1.46 1.88 0.20
H 0.4751 -1.2676 -3.7546 -1.90 0.99 2.42 0.23
H -2.5136 1.0703 2.5978 -0.11 -1.07 -1.06 0.23
C -4.2449 0.6992 0.2407 1.90 -7.45 2.75 0.68
H 3.4422 2.9521 -0.6333 -0.13 -0.58 0.33 0.22
H 2.2956 0.3787 2.0350 -0.27 -1.42 -1.69 0.19
H -1.0977 -0.0644 -4.0021 1.61 -2.78 3.05 0.17
C 0.2637 2.1949 -0.8992 -3.38 -2.70 -2.34 0.29
C -1.6604 3.0504 0.1131 -0.85 3.44 1.35 -0.27
H 2.3750 -0.0699 -1.2215 -0.67 0.02 -1.93 0.22
H 2.1031 4.1734 -0.7586 0.59 -2.14 1.16 0.20
C -0.3770 3.1449 -0.2833 3.00 3.20 3.59 -0.33
C -2.6738 -1.4756 0.3204 -3.44 -5.86 -6.31 -0.17
H 0.9751 -2.8632 1.1912 0.00 -0.09 -1.19 0.24
O 1.4580 -1.2941 2.4092 -0.73 -3.82 2.30 -0.48
C -3.2502 -0.4147 0.7761 2.53 7.97 5.07 -0.10
C -1.6018 -2.2289 0.6352 3.09 1.24 3.22 -0.21
H 0.2467 3.7346 0.4240 -0.38 0.13 -1.05 0.21
C 0.5238 -2.1590 1.8437 5.28 -7.32 7.10 -0.04
C -1.7825 1.0132 -1.4845 2.61 4.21 3.02 -0.35
O 1.4930 2.0682 -1.0002 9.12 1.44 0.71 -0.50
F 3.4664 -1.8720 -1.8133 -1.48 2.29 1.31 -0.31
C 2.6136 -1.0974 -1.0023 -1.51 -4.55 -1.16 0.50
C -0.3408 -0.7765 -3.0151 2.03 5.29 -7.49 -0.24
C -0.6912 -1.6948 1.7400 -8.52 -1.88 -8.31 -0.12
C 2.4279 3.1293 -0.2946 -2.56 0.95 -4.50 -0.25
C -1.2000 -0.5820 2.1629 0.36 7.22 7.96 -0.23
C 3.0267 -0.9706 0.3694 -1.28 2.16 4.34 0.56
H 0.2851 -3.0978 2.8745 0.98 2.23 -2.40 0.17
O 0.2861 0.4289 -2.4229 3.78 -5.55 -3.45 -0.51
H -2.1680 3.7762 0.7163 0.07 0.16 0.54 0.23
H -2.3631 0.2954 -2.0249 -0.65 0.03 0.29 0.24
C -2.3297 0.1593 1.9688 -3.09 -1.78 -3.65 -0.17
C 1.8310 -0.5402 1.4429 9.68 3.95 1.52 -0.05
C -2.3028 2.1216 -0.4387 -5.28 -9.65 -5.06 0.18
H -1.3704 -3.0584 0.0139 0.42 -0.69 -0.06 0.22
H -0.6802 0.0007 3.1703 -0.49 -1.91 -2.86 0.19
H 1.1343 -0.1567 0.9592 -6.67 3.34 -4.78 0.15
C -0.3837 1.1059 -1.6418 -7.01 3.68 3.65 0.37
H 2.1846 3.0700 0.7130 0.13 -0.07 1.85 0.19
F 1.3904 -2.0679 -0.8723 2.49 2.83 -0.84 -0.41
H -3.4267 -2.1550 -0.7760 2.16 2.23 3.00 0.15
N -3.7117 1.7813 -0.1515 1.76 4.76 -1.40 -0.61
H -4.3893 2.4386 -0.4621 -0.56 0.82 -0.19 0.40
```
Positions in Å, forces in eV/Å.

The total charge is 0. As for the spin multiplicity: 1. The value obtained for the HOMO energy is -0.2976 Ha. The HOMO-LUMO gap is 8.17 eV.

---

No. 3
This record from the Open Molecules 2025 dataset describes C19H19MoN4O11 as an isolated structure. The level of theory is wB97M-V/def2-TZVPD.

The geometry in XYZ format:
```
54
Properties=species:S:1:pos:R:3:forces:R:3:nbo_charge:R:1
H -0.0397 1.7979 6.1762 -0.01 0.02 -0.02 0.23
O -0.6471 3.4578 -1.6809 0.00 0.02 0.06 -0.50
C -1.8929 -3.6220 -1.6952 0.00 0.01 -0.02 -0.10
H -3.5380 1.0359 2.2461 -0.04 -0.01 0.01 0.23
H 1.2859 3.8566 -3.0152 0.00 0.00 0.00 0.29
H -3.4552 -1.2615 3.9267 0.00 0.02 -0.01 0.22
O -0.5271 -0.2439 -1.6484 0.11 -0.18 -0.20 -0.63
H -2.6756 -5.2320 -4.5465 0.00 0.01 0.00 0.23
H 4.9463 1.6533 -3.0384 0.03 -0.01 0.00 0.30
H -1.9365 -3.1048 -5.5198 0.00 0.00 0.01 0.23
C -2.3373 -4.4387 -3.8925 0.00 0.01 0.01 -0.11
C 1.8992 3.0593 -2.6199 -0.07 0.09 -0.05 -0.08
C -1.0021 -1.3794 -1.3235 0.06 0.09 0.01 0.81
C -2.3260 -4.6374 -2.5110 -0.02 -0.03 0.02 -0.25
C -1.9224 -3.2450 -4.4452 0.00 0.01 -0.05 -0.32
N -2.0043 0.0824 3.2992 0.07 0.11 0.06 -0.42
H 1.7407 0.4553 5.5921 -0.03 -0.01 0.01 0.22
C 0.0146 2.6347 -1.1311 0.02 0.04 -0.13 0.78
H -1.6361 1.5416 5.4902 -0.01 -0.03 0.02 0.22
C 1.3987 2.2595 -1.6002 -0.01 -0.07 0.15 -0.26
H -3.2240 -0.6396 1.7547 0.02 -0.03 -0.03 0.22
N -0.0626 0.5085 4.5570 0.03 -0.15 -0.05 -0.39
C -0.6796 0.3044 3.3940 -0.08 -0.05 -0.05 0.83
H -2.6513 -5.5786 -2.0916 0.01 0.01 0.00 0.23
C -1.4792 -2.2064 -3.6292 -0.01 -0.05 0.07 0.47
N 4.3446 -0.0927 -1.1888 0.19 -0.08 0.06 0.53
C -2.7588 0.2930 2.0718 -0.19 -0.09 0.02 -0.38
C 3.4682 1.0099 -1.6375 -0.17 -0.04 0.09 -0.05
Mo -0.0448 0.2080 0.3287 -0.23 -0.61 0.07 1.92
O 4.7878 3.4584 -4.6132 -0.10 0.00 0.04 -0.35
C 3.1596 2.8360 -3.1181 0.01 -0.07 0.05 0.00
H 1.7513 -0.4636 4.0858 -0.02 0.01 -0.03 0.23
H -2.1864 0.6883 1.2330 0.15 0.16 0.18 0.18
O -1.0713 -1.0321 -4.1317 0.03 0.06 0.01 -0.64
H -2.1519 -1.0325 5.0732 0.10 0.00 0.11 0.23
C 3.9592 1.8211 -2.6359 0.04 0.01 -0.09 -0.12
O 5.5029 -0.0442 -1.5438 -0.13 0.04 0.04 -0.35
C -2.7962 -0.5170 4.3731 -0.04 0.01 -0.06 -0.41
H 1.8312 1.3044 4.0353 0.00 0.03 0.02 0.22
O -1.0191 -1.5657 -0.0252 0.13 0.36 0.02 -0.70
C 1.4037 0.4507 4.5596 0.05 -0.03 0.05 -0.41
C -1.4627 -2.3967 -2.2341 -0.02 0.03 0.00 -0.32
O 2.9369 4.5699 -4.6078 0.03 -0.08 0.04 -0.35
H -0.8877 0.2880 6.5109 0.00 -0.06 -0.03 0.22
N 3.6706 3.6933 -4.2053 0.08 0.09 -0.06 0.53
C 2.1895 1.2123 -1.0861 0.14 0.10 -0.20 0.42
H -1.8669 -3.7482 -0.6219 0.00 0.00 0.00 0.23
O 3.8613 -0.9760 -0.5119 -0.03 0.03 -0.10 -0.36
H -3.4111 0.2145 4.8971 0.02 0.01 0.00 0.21
O 0.0632 0.2905 2.3483 0.07 0.04 -0.06 -0.73
O -0.4456 2.0187 0.0038 0.04 -0.02 -0.03 -0.68
H -1.1456 -1.0341 -5.0934 -0.01 -0.03 -0.01 0.50
O 1.7741 0.4396 -0.0662 -0.14 0.17 0.10 -0.62
C -0.7045 1.0479 5.7524 -0.06 0.14 -0.03 -0.41
```
Positions in Å, forces in eV/Å.

The total charge is +1. As for the spin multiplicity: 3. The value obtained for the HOMO energy (alpha / beta) is -0.4371 / -0.4397 Ha. The HOMO-LUMO gap (alpha / beta) is 7.57 / 7.93 eV. The value obtained for the relative energy (zero: lowest compared OMol25 entry of this formula, charge and spin) is 0.186 eV.

---

No. 4
This record from the Open Molecules 2025 dataset describes one molecule with the formula C19H19N3O4S at a distorted geometry. The level of theory is wB97M-V/def2-TZVPD.

The geometry in XYZ format:
```
46
Properties=species:S:1:pos:R:3:forces:R:3:nbo_charge:R:1
H 2.0537 -2.6992 -2.9203 -1.21 0.93 -1.90 0.22
N -0.0256 -0.1202 -3.5680 0.07 0.40 3.76 -0.30
O 2.1733 -1.0203 -1.0479 -1.86 -0.34 0.25 -0.51
C -2.8650 0.4289 1.5345 -1.74 4.65 2.70 0.65
C -1.4375 0.0085 0.9312 -0.98 2.56 -0.14 -0.10
N -0.4182 1.0971 0.7887 0.22 2.43 4.02 -0.41
C 3.0881 -2.1268 -1.1693 0.83 -2.38 2.15 -0.08
H -0.7934 2.2220 2.4850 -2.33 0.23 2.83 0.23
H -3.4525 -4.0016 -2.8683 -0.39 -0.77 -1.37 0.22
C 2.6799 -3.1502 -2.2393 0.46 -0.91 2.71 -0.64
O 0.5986 -2.2569 0.2298 1.90 3.83 -2.97 -0.58
H 2.9147 3.1165 0.5191 1.26 0.97 0.28 0.22
C 1.3062 4.0320 2.6402 -1.08 -0.90 1.95 0.56
H -3.9959 -1.2044 0.8906 0.17 0.88 0.86 0.41
C -0.1711 2.1235 1.7078 4.31 0.27 -3.33 0.19
H 2.8304 5.3630 1.7366 0.24 -1.16 0.56 0.22
C 0.9793 2.9806 1.6153 -1.23 -0.43 0.11 -0.30
O 0.5587 4.1641 3.6156 0.79 0.36 -1.25 -0.57
C 0.2346 1.1986 -0.4907 -1.05 1.84 0.79 -0.03
C 1.9400 2.7484 0.5535 -2.24 -1.90 -0.77 -0.19
H 3.5363 -3.6462 -2.6808 0.18 0.29 -0.23 0.22
C -2.4193 -2.1903 -2.0293 -2.14 -4.15 1.08 -0.27
H -4.8622 0.0295 1.8345 2.11 -0.53 -0.48 0.43
C -0.1802 -0.1781 -0.9726 4.57 -0.65 -1.71 -0.29
H 3.1810 -2.6402 -0.0791 -0.14 1.20 -2.61 0.20
C -0.0434 -0.0774 -2.3873 -0.17 -1.20 -5.85 0.32
H 4.0942 -1.8695 -1.5178 -0.42 1.40 0.74 0.21
H 2.1370 -3.9184 -1.7157 -0.55 -0.48 -0.14 0.22
H 2.7734 5.4545 3.4619 -0.03 -0.83 0.16 0.24
C -2.4170 -2.8434 0.2637 0.36 1.52 -2.76 -0.39
H -2.2308 0.3407 -1.0114 -0.60 0.74 -0.79 0.25
C -1.5795 -0.3496 -0.5481 -0.45 -3.34 3.50 -0.19
N -3.9340 -0.3882 1.5330 -1.33 -2.11 -1.44 -0.81
H -2.1814 -1.7503 -3.0008 -0.21 0.47 0.67 0.25
H 2.3815 1.6175 -1.1954 -0.73 0.15 0.51 0.23
H 3.3698 3.8671 2.7095 0.95 0.10 0.02 0.23
H -0.4130 1.8953 -1.0494 0.17 0.03 -0.58 0.18
C -3.0751 -3.4884 -2.0476 2.64 2.71 2.17 -0.37
C 0.9259 -1.2840 -0.5094 -1.06 -2.68 1.92 0.85
O -3.1798 1.5477 2.1153 3.04 -2.94 -2.21 -0.64
S -3.0356 -4.3308 -0.4884 0.28 3.30 -0.68 0.43
C 2.7123 4.7136 2.6536 -2.07 1.16 -1.35 -0.71
C 1.6299 1.8899 -0.4276 0.23 -1.73 -0.67 -0.21
C -2.1205 -1.7855 -0.6523 -0.80 -2.04 -1.98 -0.07
H -2.2863 -2.7387 1.3023 0.19 -0.34 1.08 0.23
H -0.9813 -0.7805 1.4950 -0.15 -0.62 0.41 0.24
```
Positions in Å, forces in eV/Å.

As for the SMILES: CCOC(=O)[C@]1(C#N)[C@@H]2C=CC(C(C)=O)=CN2[C@@H](C(N)=O)[C@@H]1c1ccsc1. The total charge is 0. As for the spin multiplicity: 1. The value obtained for the HOMO energy is -0.2831 Ha. The HOMO-LUMO gap is 7.94 eV. The value obtained for the relative energy (zero: lowest compared OMol25 entry of this formula, charge and spin) is 6.203 eV.

---

No. 5
This record from the Open Molecules 2025 dataset describes C19H19N4O5Sn as an isolated structure. The level of theory is wB97M-V/def2-TZVPD.

The geometry in XYZ format:
```
48
Properties=species:S:1:pos:R:3:forces:R:3:nbo_charge:R:1
C -0.2855 -0.0228 4.0974 0.03 0.00 0.08 0.28
C 0.4933 -2.6075 3.4597 -0.02 0.04 0.08 -0.18
C 2.3068 -3.2997 -3.3655 -0.01 0.01 0.03 -0.19
H -2.5851 4.9894 -0.0326 0.01 -0.02 -0.01 0.20
O -1.4317 0.4253 -1.7315 -0.08 0.06 0.01 -0.59
C -1.6361 1.9201 3.8072 -0.06 0.01 0.02 -0.25
H -3.7574 2.9523 -0.3940 0.00 0.00 -0.01 0.22
C 0.8138 -2.0721 1.1178 -0.03 -0.02 -0.08 0.14
C 0.4368 -1.6367 2.4513 0.02 0.05 -0.03 -0.20
H 0.2331 -3.0523 5.5430 -0.01 -0.01 -0.01 0.20
H 1.6291 -0.2044 -4.5157 0.00 0.00 -0.01 0.23
H -3.5244 1.3429 -1.1231 0.00 -0.01 0.00 0.24
H -1.3156 2.2180 2.8127 0.01 0.01 0.02 0.22
H -3.1187 2.7889 -2.0357 0.00 -0.01 -0.01 0.23
H -1.3780 5.2564 1.2411 0.00 0.00 0.01 0.25
H -2.5251 1.2827 3.7312 0.02 0.01 0.00 0.16
C 1.4143 -1.2911 -2.1069 -0.12 0.14 -0.21 0.56
H 0.7975 -3.6126 3.1891 0.00 0.00 0.00 0.20
O 1.0723 -0.0590 -2.1914 0.07 -0.06 -0.06 -0.82
C -1.7222 2.3041 -0.5006 0.03 0.03 0.06 0.28
C -1.2330 3.3484 0.3813 0.05 0.03 -0.03 -0.02
N 0.0208 3.2075 0.7562 -0.16 0.02 -0.04 -0.06
O -0.0272 0.6401 1.8527 0.14 0.02 0.03 -0.85
Sn 1.1409 1.1169 0.1345 -0.04 0.00 -0.04 1.28
C -0.2141 -0.9994 5.0693 -0.03 0.03 0.01 -0.25
H 1.0505 -3.1322 1.0033 -0.02 0.00 0.01 0.17
C 2.3897 -1.8304 -5.7170 -0.01 0.02 0.01 -0.23
C 1.8992 -1.9672 -3.3588 0.03 0.03 0.02 -0.03
H -1.8753 2.8000 4.4022 -0.01 0.00 0.00 0.18
O -0.6027 1.2439 4.5172 0.01 -0.02 -0.06 -0.53
H 3.0685 -4.9254 -4.5315 0.00 0.00 0.00 0.20
H -2.8009 4.2660 1.5649 0.01 0.00 0.00 0.20
C 2.7952 -3.1565 -5.7182 0.00 -0.02 0.02 -0.22
C 1.9446 -1.2386 -4.5418 0.02 -0.01 -0.01 -0.20
N -0.9259 1.3504 -0.8332 0.07 -0.06 -0.03 -0.26
C -3.1204 2.3481 -1.0359 -0.01 0.05 0.02 -0.67
C 0.1784 -2.3016 4.7656 0.03 -0.04 -0.05 -0.28
N 1.3594 -2.0439 -1.0462 0.04 -0.13 0.19 -0.47
H 2.4216 -1.2530 -6.6331 0.00 0.00 0.00 0.20
O 0.5873 4.0503 1.5067 0.03 -0.03 0.00 -0.55
H -0.5859 0.0551 -2.0879 0.04 -0.02 0.03 0.51
H 3.1440 -3.6197 -6.6334 0.00 0.00 0.00 0.20
N 0.9186 -1.3432 0.0716 0.05 0.03 0.08 -0.36
C -2.0565 4.5257 0.8037 -0.03 -0.02 0.03 -0.67
H 2.2667 -3.8553 -2.4389 0.00 0.00 0.00 0.23
C 0.0535 -0.3053 2.7468 -0.07 -0.12 -0.04 0.34
C 2.7521 -3.8891 -4.5371 0.00 -0.01 -0.03 -0.23
H -0.4664 -0.7134 6.0836 0.00 0.00 -0.01 0.21
```
Positions in Å, forces in eV/Å.

The total charge is -1. As for the spin multiplicity: 1. The value obtained for the HOMO energy is -0.1609 Ha. The HOMO-LUMO gap is 7.34 eV. The value obtained for the relative energy (zero: lowest compared OMol25 entry of this formula, charge and spin) is 0.007 eV.